Entry from the OMol25 dataset: an isolated molecule of C9H10N2O2 in a non-equilibrium geometry (ωB97M-V/def2-TZVPD).

Results
- HOMO: -9.86 eV
- LUMO: -1.28 eV
- SMILES string: CC1=C[C@H](C)C([N+](=O)[O-])=C(C#N)C1
- DFT total energy: -16565.182 eV
- Multiplicity: 1

Positions of all 23 atoms, in Å:
C 2.1629 -1.8015 -0.3560
C -0.9518 0.6036 0.9222
C 1.1407 -0.8424 -0.0779
C -1.2918 -0.5982 0.4851
C 1.3636 0.5229 0.3047
C -0.2854 -1.3620 -0.3440
C 0.1853 1.3868 0.3931
C -2.5811 -1.3239 0.5804
C -0.1944 1.7465 -1.0397
N 3.0354 -2.5406 -0.6029
N 2.6962 1.1002 0.3114
O 3.6550 0.3497 0.1946
O 2.7825 2.2804 0.4793
H -1.6770 1.1238 1.5404
H -0.5326 -1.1843 -1.4381
H -0.2349 -2.4388 -0.2742
H 0.3033 2.3072 1.0757
H -3.3310 -0.7969 1.1621
H -2.4640 -2.3271 1.0646
H -2.8684 -1.5236 -0.3920
H -1.2342 1.5464 -1.0229
H 0.3515 1.0454 -1.6782
H -0.0297 2.7263 -1.2877

Cartesian forces (eV/Å) of the 6 atoms listed first:
C 2.30 -0.75 -0.37
C -1.77 -0.60 0.79
C 0.24 3.11 0.54
C 0.90 -1.04 -0.09
C -0.24 -4.80 -1.17
C 1.13 1.52 -1.02

natural (NBO) atomic charge list, values in e, 8 entries: atom 1 (C): 0.255, atom 2 (C): -0.180, atom 3 (C): -0.056, atom 4 (C): 0.024, atom 5 (C): 0.157, atom 6 (C): -0.471, atom 7 (C): -0.334, atom 8 (C): -0.627